Record 1
C49H44AsF6N2O2P2ReS2 | the ωB97M-V functional and the def2-TZVPD basis

Values from the calculation:
ΔE to the lowest compared entry with this formula, charge and spin, kJ/mol: 136.16
Total charge: +3
LUMO energy (alpha / beta), eV: -10.7 / -11.9
Expectation value of S²: 3.7824
Spin multiplicity: 4

XYZ file:
```
109
C49H44AsF6N2O2P2ReS2 | the Open Molecules 2025 dataset | the ωB97M-V functional and the def2-TZVPD basis
Re 14.618 13.378 9.932
O 13.976 11.394 10.379
S 15.585 12.329 8.184
C 13.042 13.364 8.616
C 12.841 14.297 7.563
C 11.742 14.147 6.717
C 11.004 12.928 6.632
C 11.317 11.904 7.516
C 12.289 12.164 8.512
P 12.605 10.987 9.808
C 12.316 9.402 9.143
C 11.157 8.624 9.253
C 11.088 7.308 8.854
C 12.251 6.641 8.441
C 13.409 7.401 8.281
C 13.411 8.785 8.542
C 11.356 11.094 11.040
C 10.238 11.925 10.850
C 9.178 11.894 11.769
C 9.175 11.036 12.856
C 10.324 10.277 13.091
C 11.405 10.301 12.177
C 16.563 11.062 9.018
C 16.730 9.826 8.414
C 17.534 8.893 9.060
C 18.316 9.254 10.198
C 18.146 10.502 10.821
C 17.248 11.425 10.221
P 17.137 13.148 10.401
C 18.213 13.653 8.998
C 19.255 12.978 8.438
C 19.876 13.540 7.285
C 19.405 14.745 6.797
C 18.458 15.498 7.462
C 17.889 14.956 8.576
C 18.201 13.511 11.803
C 18.998 14.656 11.738
C 20.112 14.780 12.567
C 20.268 13.951 13.686
C 19.397 12.870 13.800
C 18.344 12.678 12.904
H 13.511 15.166 7.384
H 11.453 15.026 6.185
H 10.239 12.831 5.906
H 10.858 10.940 7.373
H 10.228 9.070 9.719
H 10.106 6.796 8.905
H 12.249 5.586 8.255
H 14.326 6.972 7.858
H 14.309 9.327 8.245
H 10.103 12.625 10.053
H 8.248 12.454 11.559
H 8.261 10.860 13.430
H 10.383 9.600 13.937
H 12.319 9.762 12.391
H 16.284 9.639 7.448
H 17.574 7.876 8.719
H 19.059 8.531 10.537
H 18.794 10.806 11.631
H 19.712 12.026 8.842
H 20.672 12.977 6.813
H 19.814 15.064 5.863
H 18.229 16.483 7.112
H 17.176 15.606 9.092
H 18.890 15.356 10.916
H 20.886 15.512 12.453
H 21.052 14.126 14.396
H 19.420 12.191 14.676
H 17.657 11.879 13.153
N 13.020 14.976 17.116
C 13.266 14.615 16.020
C 13.537 14.297 14.650
C 12.642 14.664 13.658
C 12.848 14.288 12.342
N 13.934 13.538 11.982
C 14.662 12.939 12.979
C 14.561 13.352 14.286
H 11.799 15.317 13.822
H 12.177 14.646 11.555
H 15.246 12.109 12.646
H 15.207 12.971 15.032
C 8.391 15.655 9.426
As 8.423 16.828 10.965
C 9.314 18.535 10.410
C 6.517 17.163 11.168
S 9.122 15.810 12.751
H 7.681 16.130 8.670
H 7.839 14.805 9.765
H 9.336 15.307 8.998
H 8.706 19.416 10.697
H 9.572 18.566 9.360
H 10.272 18.570 10.970
H 6.002 16.280 10.748
H 6.297 18.083 10.610
H 6.263 17.335 12.199
C 13.119 16.853 10.542
C 14.534 16.618 10.108
O 14.689 15.237 9.743
C 15.521 16.824 11.326
F 15.252 18.043 11.808
F 15.359 15.878 12.272
F 16.809 16.736 10.906
C 14.826 17.465 8.835
F 15.691 16.864 8.019
F 15.329 18.653 9.134
F 13.676 17.631 8.212
H 12.885 16.603 11.588
H 12.492 16.256 9.886
H 12.915 17.921 10.382
```

Here are the Löwdin charges for atoms 1 to 2, given in e:
1. Re 1.4140
2. O -0.4619

Record 2
C49H46Cl2F6IrN3OP3S2 | the ωB97M-V functional and the def2-TZVPD basis

Values from the calculation:
ΔE to the lowest compared entry with this formula, charge and spin, kJ/mol: 0.00
Total charge: +2
LUMO energy (alpha / beta), eV: -6.7 / -8.4
Expectation value of S²: 0.7701
Spin multiplicity: 2

XYZ file:
```
113
C49H46Cl2F6IrN3OP3S2 | the Open Molecules 2025 dataset | the ωB97M-V functional and the def2-TZVPD basis
Ir 0.252 -0.928 -0.325
Cl 0.791 -3.544 -0.200
C -0.717 -4.366 -0.262
C -0.726 -5.730 -0.121
C -1.938 -6.413 -0.166
C -3.128 -5.731 -0.381
C -3.112 -4.360 -0.529
Cl -4.578 -3.519 -0.827
C -1.898 -3.636 -0.454
S -1.979 -1.928 -0.625
H 0.202 -6.268 0.021
H -1.945 -7.487 -0.031
H -4.066 -6.265 -0.440
C 0.727 -0.238 -3.905
N 0.792 1.137 -3.567
C -0.312 1.648 -2.836
P -0.468 1.273 -0.990
C 0.420 2.656 -0.246
C -0.250 3.727 0.349
C 0.484 4.766 0.900
C 1.872 4.741 0.872
C 2.537 3.667 0.296
C 1.815 2.628 -0.263
C -2.223 1.666 -0.779
C -2.964 0.968 0.176
C -4.288 1.300 0.429
C -4.891 2.320 -0.290
C -4.165 3.011 -1.253
C -2.837 2.698 -1.494
C 1.763 2.008 -4.148
C 2.150 3.176 -3.496
C 3.082 4.033 -4.066
C 3.633 3.753 -5.305
C 3.239 2.603 -5.970
C 2.314 1.739 -5.401
P 1.116 -1.486 -2.565
C 0.516 -2.923 -3.498
C 1.373 -3.698 -4.279
C 0.866 -4.765 -5.008
C -0.490 -5.059 -4.977
C -1.353 -4.270 -4.228
C -0.852 -3.205 -3.497
C 2.910 -1.595 -2.537
C 3.685 -0.466 -2.804
C 5.064 -0.526 -2.682
C 5.677 -1.698 -2.260
C 4.909 -2.820 -1.973
C 3.532 -2.771 -2.104
H 1.420 -0.485 -4.703
H -0.290 -0.512 -4.217
H -1.245 1.227 -3.239
H -0.339 2.731 -2.930
H -1.331 3.751 0.390
H -0.033 5.598 1.361
H 2.430 5.558 1.309
H 3.619 3.626 0.293
H 2.335 1.785 -0.701
H -2.507 0.145 0.710
H -4.844 0.761 1.186
H -5.926 2.577 -0.107
H -4.630 3.809 -1.818
H -2.291 3.270 -2.233
H 1.754 3.404 -2.517
H 3.382 4.925 -3.529
H 4.352 4.428 -5.750
H 3.640 2.382 -6.951
H 1.988 0.884 -5.982
H 2.427 -3.464 -4.330
H 1.535 -5.362 -5.614
H -0.877 -5.892 -5.549
H -2.416 -4.478 -4.226
H -1.529 -2.581 -2.931
H 3.225 0.469 -3.095
H 5.660 0.350 -2.903
H 6.751 -1.734 -2.129
H 5.384 -3.731 -1.634
H 2.936 -3.641 -1.857
C 1.085 2.115 6.723
C 0.958 1.335 5.416
C -0.226 0.375 5.530
N -0.375 -0.502 4.357
C -0.924 -0.226 3.217
S -0.987 -1.479 2.018
N -1.485 1.002 2.954
C -2.506 1.749 3.601
O -2.702 2.871 3.214
C -3.310 1.070 4.649
C -3.646 -0.281 4.572
C -4.454 -0.851 5.544
C -4.943 -0.073 6.585
C -4.637 1.281 6.647
C -3.835 1.854 5.675
H 1.910 2.823 6.669
H 1.270 1.438 7.560
H 0.170 2.672 6.935
H 1.872 0.773 5.222
H 0.798 2.022 4.582
H -1.139 0.938 5.687
H -0.084 -0.275 6.391
H 0.104 -1.392 4.409
H -1.235 1.396 2.057
H -3.317 -0.887 3.735
H -4.723 -1.897 5.473
H -5.578 -0.521 7.339
H -5.043 1.893 7.441
H -3.598 2.911 5.703
F 2.610 -0.362 0.002
P 2.843 -0.242 1.693
F 2.894 -0.154 3.278
F 1.365 0.534 1.716
F 2.015 -1.648 1.795
F 4.189 -1.042 1.559
F 3.545 1.155 1.489
```

Here are the Löwdin charges for atoms 1 to 2, given in e:
1. Ir 0.5850
2. Cl 0.8292

- The lowest spin multiplicity belongs to which entry?
  C49H46Cl2F6IrN3OP3S2

- Which value of expectation value of S² does entry 1 give?
  3.7824

- Which value of expectation value of S² does entry 2 give?
  0.7701

- Which of these has the highest total charge?
  C49H44AsF6N2O2P2ReS2